Molecular formula: C28H46GdN2OP2S
Method: DFT, ωB97M-V with the def2-TZVPD basis set

energy	-3125.670569	a.u.
LUMO energy (spin up / spin down)	-2.84 / -4.89	eV
energy relative to the best compared isomer or geometry (same formula, charge and spin)	0.7418	eV
total charge	+1
HOMO energy (spin up / spin down)	-0.3841 / -0.3784	hartree
spin multiplicity	8

Element x y z (Å)
Gd1 0.3663 0.8583 0.6072
C1 0.9520 2.8598 2.3647
C2 1.7708 3.0129 1.1970
C3 2.6627 1.8786 1.1138
C4 2.4126 1.0501 2.2523
C5 1.3138 1.6018 2.9851
C6 0.8061 1.0889 4.3038
C7 3.3232 -0.0296 2.7214
C8 3.8745 1.7710 0.2131
C9 1.8130 4.2326 0.3623
C10 0.1804 3.9487 3.0633
H1 1.2663 1.4829 5.1728
H2 0.9391 0.0014 4.2432
H3 -0.2988 1.1792 4.3903
H4 3.1304 -0.3633 3.7314
H5 4.3808 0.3713 2.7698
H6 3.3388 -0.9001 2.0569
H7 4.7261 2.3457 0.6593
H8 3.7264 2.2218 -0.8283
H9 4.1721 0.7079 0.1247
H10 1.8555 5.1755 0.8880
H11 0.8692 4.3341 -0.2412
H12 2.6980 4.1965 -0.3642
H13 0.8234 4.5873 3.7654
H14 -0.6396 3.5097 3.6732
H15 -0.2775 4.7082 2.4045
C11 -2.2161 -0.0117 -4.5336
C12 -0.6831 -0.0602 -4.7766
N1 -0.0145 -1.0064 -3.8689
C13 0.0426 -2.3959 -4.3533
C14 1.3179 -2.8473 -5.0257
C15 0.4641 -0.7526 -2.5885
S1 0.3995 1.0137 -2.2149
N2 0.8676 -1.8161 -1.8941
C16 1.3486 -1.9217 -0.7070
O1 1.4194 -0.9995 0.2335
C17 1.9666 -3.2314 -0.3266
C18 1.9863 -3.5393 1.0418
C19 2.3896 -4.7883 1.5518
C20 2.8748 -5.7339 0.6354
C21 2.8444 -5.4287 -0.7300
C22 2.4048 -4.2185 -1.2090
H16 -2.6244 0.9071 -5.0256
H17 -2.5549 -0.0994 -3.4964
H18 -2.6550 -0.8140 -5.1139
H19 -0.2835 0.9141 -4.6501
H20 -0.4773 -0.4802 -5.7714
H21 -0.8354 -2.4537 -5.0190
H22 -0.1360 -3.0383 -3.4694
H23 1.2232 -2.6709 -6.1258
H24 1.4004 -3.9453 -4.8927
H25 2.2043 -2.4144 -4.5681
H26 1.5905 -2.7842 1.7796
H27 2.2973 -5.0053 2.6346
H28 3.3479 -6.6192 0.9915
H29 3.1848 -6.1721 -1.4103
H30 2.3059 -4.0132 -2.2712
C23 -2.6682 4.1502 0.7714
P1 -2.4975 2.4365 0.0620
C24 -3.3035 2.6158 -1.5897
C25 -3.8244 1.6532 0.9917
C26 -3.7088 0.1486 0.8407
P2 -2.2837 -0.6165 1.7173
C27 -3.0924 -0.9882 3.3696
C28 -2.3717 -2.3227 1.0319
H31 -3.6265 4.6274 0.5335
H32 -1.7922 4.7540 0.4018
H33 -2.6709 4.1113 1.8738
H34 -3.2665 3.6878 -1.8916
H35 -4.3173 2.2007 -1.6670
H36 -2.6490 1.9816 -2.2480
H37 -4.8313 2.0150 0.6404
H38 -3.6962 1.9706 2.0212
H39 -3.5676 -0.1682 -0.2260
H40 -4.6744 -0.2887 1.1229
H41 -3.6931 -1.9456 3.2446
H42 -3.6562 -0.1337 3.7918
H43 -2.2897 -1.2088 4.1272
H44 -3.3536 -2.7730 1.1043
H45 -1.6990 -2.9702 1.5254
H46 -2.0520 -2.3411 -0.0049

Atoms 1-3, force components in eV/Å:
Gd -0.6 0.3 -0.7
C 1.3 -0.3 -0.2
C -0.2 -0.4 1.5

Atomic partial charges in e from the Löwdin method, atoms 1 to 2: 1.2158, -0.2979

***

Molecular formula: C6H6O
Method: DFT, ωB97M-V with the def2-TZVPD basis set

energy	-307.156679	a.u.
LUMO energy (spin up / spin down)	-0.06 / 0.00	eV
energy relative to the best compared isomer or geometry (same formula, charge and spin)	8.3472	eV
HOMO energy (spin up / spin down)	-0.2980 / -0.2881	hartree
spin multiplicity	1

Element x y z (Å)
C1 0.3513 1.1627 0.2426
C2 0.8426 -0.3145 0.2202
C3 -0.2131 -1.4417 0.7099
C4 -1.4448 -1.2396 0.8313
C5 -0.3180 1.1693 -1.0691
C6 0.7993 -0.7475 -1.1930
O1 0.1211 0.1854 -1.8335
H1 -0.2605 1.5463 0.9500
H2 1.4274 1.7300 0.0500
H3 1.6694 -0.7100 0.8931
H4 0.1550 -2.4594 0.8283
H5 -2.3938 -0.8485 0.8644
H6 -0.7361 1.9677 -1.4942

Atoms 1-3, force components in eV/Å:
C 4.6 -1.4 -3.6
C -0.3 -1.3 2.0
C 1.2 0.1 -0.7

Atomic partial charges in e from the Löwdin method, atoms 1 to 2: -0.1129, -0.2947

***

The lowest energy relative to the best compared isomer or geometry (same formula, charge and spin) belongs to which entry? C28H46GdN2OP2S

***

What is the energy relative to the best compared isomer or geometry (same formula, charge and spin) in the first record? 0.7418 eV

***

Which value of spin multiplicity does entry 1 give? 8